1.
Computed, not measured: a structure of composition C27H32LiN3O2S3, with ωB97M-V/def2-TZVPD.

```
68
Properties=species:S:1:pos:R:3:forces:R:3
Li 0.483 0.221 -0.228 -0.3 0.2 -0.1
O 2.376 -5.695 2.718 0.0 0.0 -0.1
C 1.292 -5.519 2.116 -0.2 0.1 0.2
O 0.384 -6.347 1.878 0.1 0.0 -0.1
C 1.016 -4.072 1.654 -0.6 -0.3 -0.4
C -0.146 -3.743 0.980 0.6 -0.3 0.5
C -0.372 -2.425 0.557 -0.5 0.3 -0.3
N 0.536 -1.444 0.807 0.4 0.1 0.0
C 1.683 -1.762 1.452 -0.7 -1.0 0.0
C 1.947 -3.054 1.881 0.5 0.7 0.1
C 2.635 -0.667 1.621 0.4 0.9 0.0
C 3.842 -0.807 2.329 -0.1 -0.2 0.0
C 4.727 0.242 2.394 -0.1 0.4 -0.2
C 4.404 1.444 1.754 0.1 -0.3 0.2
C 3.183 1.512 1.108 0.0 0.3 -0.1
N 2.311 0.514 1.042 0.1 -0.7 0.2
C -1.532 -2.046 -0.218 0.4 -0.2 0.3
C -2.634 -2.906 -0.433 -0.3 -0.2 -0.1
C -3.679 -2.512 -1.227 0.2 -0.1 0.1
C -3.627 -1.237 -1.837 -0.2 0.1 -0.1
C -2.526 -0.449 -1.562 0.1 0.1 0.0
N -1.518 -0.791 -0.771 0.0 0.1 0.0
H -0.841 -4.545 0.777 0.0 0.0 0.0
H 2.865 -3.328 2.381 0.0 0.0 0.0
H 4.071 -1.743 2.817 0.0 0.0 0.0
H 5.665 0.143 2.928 0.0 0.0 0.0
H 5.080 2.288 1.766 0.0 0.0 0.0
H 2.880 2.428 0.610 0.0 -0.1 0.0
H -2.659 -3.874 0.047 0.0 0.0 0.0
H -4.530 -3.164 -1.387 0.0 0.0 0.0
H -4.415 -0.892 -2.495 0.0 0.1 0.0
H -2.438 0.539 -2.016 0.0 0.0 0.0
C -4.194 1.877 0.697 0.2 0.5 0.1
C -3.662 1.384 2.037 0.2 -0.2 0.0
S -1.953 0.730 1.963 0.0 0.1 0.3
C -1.079 1.857 3.088 -0.2 -0.1 -0.2
C -0.923 3.285 2.582 0.3 0.1 -0.2
S 0.224 3.404 1.166 -0.2 0.0 -0.1
C -0.821 3.933 -0.234 0.1 -0.1 0.3
C -1.956 2.993 -0.614 -0.3 0.4 0.0
S -3.550 3.510 0.178 0.3 -0.6 0.0
H -5.278 2.000 0.755 0.0 0.0 0.0
H -3.968 1.165 -0.094 -0.1 -0.1 0.0
H -4.285 0.549 2.366 0.0 0.0 0.1
H -3.702 2.169 2.793 -0.1 0.0 0.0
H -0.102 1.386 3.206 0.0 0.0 0.1
H -1.588 1.852 4.057 0.1 0.0 0.0
H -0.514 3.913 3.377 0.0 0.0 0.0
H -1.878 3.699 2.271 -0.1 0.1 0.1
H -0.099 3.978 -1.050 0.0 -0.1 0.0
H -1.192 4.940 -0.032 0.0 0.0 -0.1
H -1.723 1.971 -0.328 0.0 0.0 -0.1
H -2.131 3.030 -1.689 0.1 0.0 0.0
C 1.912 0.952 -4.346 0.1 -0.1 0.1
C 1.483 0.157 -3.096 -0.1 0.1 -0.3
C 2.750 -0.337 -2.387 -0.1 0.0 0.0
C 0.676 -1.072 -3.562 0.1 0.1 0.1
C 0.624 0.997 -2.164 0.2 0.3 -0.1
H 2.566 0.353 -4.998 0.0 0.0 0.0
H 2.457 1.852 -4.048 0.0 0.0 0.0
H 1.035 1.256 -4.924 0.0 0.0 0.0
H 3.362 -0.966 -3.046 0.0 0.0 0.0
H 2.478 -0.920 -1.504 0.1 0.0 0.0
H 3.349 0.515 -2.054 0.0 0.0 0.0
H 1.252 -1.697 -4.259 0.0 0.0 0.0
H -0.245 -0.753 -4.056 0.0 0.0 0.0
H 0.401 -1.679 -2.697 -0.1 0.0 0.0
H -0.191 1.410 -2.800 0.0 0.0 0.0
```
Forces are in eV/Å.

- HOMO level (spin up / spin down) (eV) = 0.998 / -0.469
- strongest force on any atom (eV/A) = 1.26
- HOMO-LUMO gap (spin up / spin down) (eV) = 2.84 / 4.29
- E_tot (eV) = -69794.169
- total charge = -2

2.
Computed, not measured: a cluster of 2 separate species, C27H32N4O3S in total, with ωB97M-V/def2-TZVPD.

```
67
Properties=species:S:1:pos:R:3:forces:R:3
C -1.423 5.438 4.699 6.2 2.9 0.1
C -1.409 4.076 4.974 0.1 -6.5 -3.4
C -1.295 3.571 6.185 -3.1 -8.7 -9.1
C -1.139 2.142 6.329 -0.4 2.9 -1.0
C -1.156 1.386 5.259 -2.1 -9.0 0.2
C -1.452 1.692 3.933 -0.4 -0.8 -1.3
C -1.437 2.956 3.809 -1.5 13.2 -1.8
H -1.643 3.698 2.720 0.7 -3.0 3.1
N -1.757 0.964 2.768 0.9 -3.5 5.0
C -2.314 1.453 1.685 -4.4 3.8 -6.9
H -3.255 2.150 1.760 2.1 -0.7 0.9
C -3.039 0.362 0.683 3.6 -4.1 11.7
N -1.915 -0.675 0.670 -5.5 2.1 -9.1
C -1.743 -1.288 -0.586 4.1 -1.5 1.7
O -0.794 -2.081 -0.631 -0.8 -0.9 0.1
C -2.168 -0.779 -1.852 -5.1 5.0 -2.5
C -1.360 0.651 -2.008 -2.2 -0.2 -0.2
C 0.021 0.352 -2.500 1.2 6.6 2.8
N -0.112 -0.272 -3.687 0.8 -6.9 -3.6
S 1.304 -0.366 -4.644 -1.0 2.4 1.7
O 1.261 -1.034 -5.845 -1.1 -4.8 -2.8
O 1.480 0.974 -4.950 1.3 5.3 0.7
C 2.647 -0.828 -3.661 -0.2 -1.3 0.0
C 3.566 -0.007 -3.204 -1.8 6.5 -1.9
C 4.660 0.058 -2.562 7.0 -7.5 6.7
C 4.915 -1.436 -2.014 -3.8 6.5 -4.9
C 4.240 -2.502 -2.405 -8.0 4.9 -6.0
C 4.113 -3.798 -2.251 6.8 -8.0 4.4
C 3.385 -4.909 -2.661 -1.9 9.6 -1.5
C 2.256 -4.362 -3.332 -2.7 2.7 -3.2
N 1.968 -2.998 -3.763 4.9 -4.2 3.2
C 3.013 -2.042 -3.341 -2.5 -7.7 0.7
H 1.454 -5.003 -3.750 0.5 0.2 0.6
H 3.583 -5.825 -2.404 0.9 -4.9 1.2
H 5.184 -4.181 -1.595 -2.9 0.8 -1.5
H 5.618 -1.762 -1.521 8.0 -1.8 5.8
H 5.448 0.766 -2.105 -2.2 -0.6 -1.5
H 3.365 0.956 -3.399 -1.5 3.9 -1.5
C -0.598 -1.713 -3.520 1.1 -2.1 0.2
C -2.116 -1.679 -3.191 4.4 -2.2 7.5
H -2.425 -2.663 -2.678 0.4 1.0 -1.7
H -2.671 -1.403 -3.963 -2.6 1.5 -3.0
H -0.403 -2.304 -4.481 -0.3 1.1 1.2
H 0.120 -2.297 -2.677 -2.6 1.8 -2.2
H 0.489 1.407 -2.917 -0.8 -2.1 1.9
H 0.516 0.034 -1.536 0.7 -0.8 -1.6
H -1.457 1.343 -1.129 0.5 -1.1 -0.4
H -1.905 1.205 -2.775 0.0 -0.2 -0.3
H -3.325 -0.338 -1.775 2.7 -1.4 -0.2
C -1.598 -1.398 1.725 -2.4 6.1 8.2
H -0.931 -2.055 1.586 4.9 -4.9 -1.4
C -0.896 -0.148 2.625 0.7 -4.0 3.1
H -0.702 -0.446 3.711 -0.5 -0.4 -1.5
C 0.453 0.156 2.072 -0.9 2.9 -3.0
H 1.133 -0.653 2.129 0.6 -0.8 0.0
H 0.094 0.328 0.965 1.8 -0.1 1.4
H 0.945 1.128 2.448 -0.9 -1.5 -0.4
H -2.402 -1.779 2.387 -0.2 0.1 -0.7
H -3.536 0.708 -0.091 -1.7 1.3 -4.0
H -3.977 -0.291 1.678 2.2 2.0 -3.1
H -1.524 2.016 1.054 -1.2 -0.4 0.2
H -1.398 0.124 5.441 1.3 3.5 -0.1
H -1.014 1.758 7.278 0.2 -1.0 1.8
H -0.956 3.962 6.884 4.3 7.7 11.6
H -2.315 5.790 4.483 -4.4 2.0 -1.0
H -0.701 5.748 3.872 -1.0 -0.6 0.7
H -0.971 5.964 5.589 -0.9 -0.2 -0.7
```
Forces are in eV/Å.

- HOMO level (eV) = -8.092
- strongest force on any atom (eV/A) = 14.54
- HOMO-LUMO gap (eV) = 7.13
- energy above the lowest of the compared OMol25 structures with the same formula, charge and spin (kcal/mol) = 543.9
- E_tot (eV) = -51434.925
- total charge = 0

3.
Computed, not measured: an isolated molecule of C27H32N4O6, with ωB97M-V/def2-TZVPD.

```
69
Properties=species:S:1:pos:R:3:forces:R:3
C -2.922 -0.696 -2.450 0.2 0.3 -0.2
C -2.603 0.474 -3.374 -0.4 -0.4 0.0
O -1.350 1.058 -3.070 0.4 0.3 0.2
C -1.200 1.657 -1.838 0.2 0.0 0.3
C -2.136 2.489 -1.253 0.2 -0.2 -0.1
C -1.915 3.113 -0.025 0.4 -0.2 0.0
N -2.919 3.964 0.443 -0.2 0.1 0.2
C -2.635 5.051 1.353 -0.3 0.5 0.0
C -3.704 6.128 1.139 0.4 0.0 0.1
O -5.003 5.624 1.355 -0.1 0.0 0.1
C -5.267 4.542 0.493 0.0 -0.4 0.0
C -4.241 3.423 0.685 -0.3 0.2 0.0
C -0.688 2.886 0.631 -0.4 0.0 -0.2
O -0.510 3.482 1.851 -0.2 -0.1 -0.3
C 0.668 3.237 2.593 0.2 -0.2 0.3
C 0.661 1.878 3.288 -0.1 0.3 -0.3
C 0.265 2.076 0.030 0.1 0.0 0.1
C 0.021 1.450 -1.184 -0.3 0.2 0.1
N 0.929 0.586 -1.806 -0.4 0.1 -0.5
C 2.174 0.251 -1.422 0.2 -0.3 -0.4
O 2.761 0.675 -0.447 0.1 0.1 0.2
C 2.820 -0.790 -2.358 0.0 0.2 0.1
N 2.476 -2.122 -1.911 -0.1 0.3 -0.1
C 1.191 -2.663 -2.001 0.0 -0.2 -0.1
O 0.235 -2.122 -2.503 -0.2 0.2 -0.2
N 1.253 -3.900 -1.461 0.0 -0.2 0.1
C 2.533 -4.191 -0.867 0.2 -0.2 0.2
C 3.152 -5.542 -1.277 0.2 0.1 0.0
C 3.977 -5.999 -0.064 0.2 -0.1 -0.1
C 3.350 -5.277 1.091 -0.2 0.2 -0.1
C 3.506 -5.493 2.446 0.0 0.0 0.0
C 2.834 -4.666 3.336 0.1 -0.1 0.1
C 2.026 -3.637 2.881 -0.1 0.2 0.0
C 1.870 -3.413 1.521 0.0 0.0 0.0
C 2.531 -4.247 0.643 0.1 -0.3 0.1
C 3.359 -2.982 -1.314 0.0 -0.2 -0.1
O 4.540 -2.812 -1.182 0.1 -0.1 0.1
H -3.831 -1.192 -2.778 -0.1 -0.1 0.0
H -3.058 -0.343 -1.429 -0.1 0.0 0.1
H -2.097 -1.404 -2.468 0.0 -0.1 0.0
H -3.404 1.223 -3.345 0.1 0.0 -0.1
H -2.492 0.126 -4.404 -0.1 0.1 0.1
H -3.066 2.689 -1.762 -0.1 0.1 -0.1
H -1.653 5.465 1.131 0.0 0.0 0.1
H -2.659 4.724 2.403 0.1 0.1 -0.1
H -3.574 6.947 1.848 0.0 0.0 -0.1
H -3.624 6.517 0.112 0.0 0.0 0.1
H -6.273 4.195 0.736 0.0 0.0 -0.1
H -5.240 4.884 -0.553 0.0 -0.1 0.1
H -4.446 2.603 -0.003 0.0 0.0 0.0
H -4.320 3.045 1.718 0.0 0.0 -0.1
H 1.559 3.347 1.964 -0.1 0.1 0.0
H 0.676 4.033 3.344 0.1 -0.1 -0.1
H 1.547 1.783 3.909 0.1 0.0 0.1
H 0.656 1.070 2.561 0.0 -0.1 0.0
H -0.223 1.787 3.914 -0.1 0.0 0.1
H 1.215 1.889 0.499 0.0 0.0 0.1
H 0.511 0.103 -2.597 0.3 0.0 0.2
H 3.907 -0.707 -2.286 -0.2 0.0 0.0
H 2.487 -0.652 -3.390 0.1 0.0 0.1
H 0.430 -4.452 -1.288 0.0 0.1 0.0
H 3.758 -5.448 -2.177 -0.1 0.0 -0.1
H 2.341 -6.245 -1.475 0.0 0.0 0.0
H 3.968 -7.082 0.061 0.0 0.0 0.0
H 5.014 -5.675 -0.168 0.0 -0.1 0.0
H 4.138 -6.290 2.806 0.1 -0.1 0.1
H 2.947 -4.825 4.398 0.0 0.0 0.1
H 1.518 -3.000 3.589 0.0 0.0 0.1
H 1.247 -2.607 1.161 -0.1 0.1 0.0
```
Forces are in eV/Å.

- HOMO level (eV) = -7.162
- strongest force on any atom (eV/A) = 0.61
- SMILES string = CCOc1cc(N2CCOCC2)c(OCC)cc1NC(=O)CN1C(=O)N[C@@]2(CCc3ccccc32)C1=O
- HOMO-LUMO gap (eV) = 7.82
- energy above the lowest of the compared OMol25 structures with the same formula, charge and spin (kcal/mol) = 38.7
- E_tot (eV) = -46765.232
- total charge = 0